The following is a DFT calculation (ωB97M-V/def2-TZVPD) of O4S in the gas phase at a distorted geometry.

Relative energy (zero: lowest compared OMol25 entry of this formula, charge and spin), eV: 3.445
Strongest force on any atom, eV/A: 6.50
HOMO-LUMO gap, eV: 9.691
HOMO level, eV: -11.866
Net charge: 0
Spin multiplicity: 1
Structure (SMILES): O=S1(=O)OO1
E_LUMO, eV: -2.17

Atoms and positions in Å:
1 O -1.9295 -0.4649 -0.1160
2 S -0.1293 0.2099 0.0409
3 O 0.1103 1.6378 0.0617
4 O 0.8914 -0.7655 -0.7297
5 O 1.0570 -0.6173 0.7431

Cartesian forces, eV/Å:
6.097 2.142 0.732
-4.189 -0.459 -0.577
-0.525 -2.447 -0.240
-0.550 0.627 -0.887
-0.832 0.136 0.972

---

The following is a DFT calculation (ωB97M-V/def2-TZVPD) of a molecular structure, O4SSn at a distorted geometry.

Relative energy (zero: lowest compared OMol25 entry of this formula, charge and spin), eV: 0.047
Strongest force on any atom, eV/A: 11.40
HOMO-LUMO gap, eV: 6.096
HOMO level, eV: -9.082
Net charge: 0
Spin multiplicity: 1
E_LUMO, eV: -2.99

Atoms and positions in Å:
1 Sn 0.0370 1.9025 -1.2231
2 S -0.0169 -0.3649 0.2849
3 O 0.9320 -1.2845 -0.3893
4 O -0.4738 -1.0047 1.4961
5 O 0.6488 0.9337 0.4729
6 O -1.1272 -0.1821 -0.6417

Cartesian forces, eV/Å:
-0.841 -2.013 0.777
1.760 -11.159 1.551
-0.148 2.090 0.113
-0.179 1.952 0.255
1.449 5.071 0.163
-2.042 4.059 -2.860

---

The following is a DFT calculation (ωB97M-V/def2-TZVPD) of 2 unconnected molecules or ions with the total composition O5S2 at a distorted geometry.

Relative energy (zero: lowest compared OMol25 entry of this formula, charge and spin), eV: 4.126
Strongest force on any atom, eV/A: 3.94
HOMO-LUMO gap (alpha / beta), eV: 4.899 / 4.912
HOMO level (alpha / beta), eV: 1.042 / 1.028
Net charge: -2
Spin multiplicity: 1
E_LUMO (alpha / beta), eV: 5.94 / 5.94

Atoms and positions in Å:
1 O -1.2339 -0.1839 1.6156
2 O -1.1894 -1.5572 -0.3653
3 O 1.8717 0.9341 -1.1195
4 O 2.2143 0.4906 1.2660
5 O -2.4085 1.0753 -0.9490
6 S 1.7516 -0.0694 -0.0365
7 S -0.8070 -0.2403 0.1941

Cartesian forces, eV/Å:
0.857 0.504 -0.385
0.989 0.102 -0.314
0.020 -0.756 0.271
-0.354 -0.728 -0.754
2.198 -1.272 1.328
0.131 1.511 0.434
-3.841 0.638 -0.580

---

The following is a DFT calculation (ωB97M-V/def2-TZVPD) of OS2 in the gas phase at a distorted geometry.

Relative energy (zero: lowest compared OMol25 entry of this formula, charge and spin), eV: 3.330
Strongest force on any atom, eV/A: 2.34
HOMO-LUMO gap (alpha / beta), eV: 6.365 / 6.349
HOMO level (alpha / beta), eV: -9.259 / -9.256
Net charge: 0
Spin multiplicity: 1
E_LUMO (alpha / beta), eV: -2.89 / -2.91

Atoms and positions in Å:
1 O -0.0008 0.2720 0.0000
2 S -1.6061 -0.1361 0.0000
3 S 1.6069 -0.1359 0.0000

Cartesian forces, eV/Å:
0.016 -0.268 0.020
2.319 0.132 -0.010
-2.335 0.136 -0.010